Entry 1:
DFT (wB97M-V/def2-TZVPD) results for a cluster of 2 separate species, C4H5Cl2OS in total at a distorted geometry.

```
! wB97M-V def2-TZVPD RIJCOSX def2/J DEFGRID3
* xyz -1 1
C 2.2712 1.8439 0.0149
C -1.7330 0.0892 0.1628
C -0.5834 -0.9194 0.4833
C 0.5941 -0.3912 -0.3762
O 1.4606 2.5401 0.4585
S 3.4122 0.9982 -0.4948
Cl -0.0607 -0.5686 -2.1215
Cl 2.0001 -1.6624 -0.3282
H -2.4107 -0.0450 0.8811
H -1.3276 1.0783 0.1114
H -2.1916 -0.0765 -0.7681
H -0.9977 -2.0353 0.4454
H -0.4334 -0.8513 1.5314
*
```

Values from the calculation:
energy relative to the best compared isomer or geometry (same formula, charge and spin) = 8.4 kcal/mol
HOMO energy = -0.1125 hartree
HOMO-LUMO gap = 6.4 eV
calculated total energy = -1549.21639 hartree

Entry 2:
DFT (wB97M-V/def2-TZVPD) results for a structure of composition BaCoH16O9 at a distorted geometry.

```
! wB97M-V def2-TZVPD RIJCOSX def2/J DEFGRID3
* xyz 1 5
Ba 1.1964 -2.3515 1.6221
Co -1.9886 -1.1678 0.1110
O -1.4675 -2.7910 1.1990
H -1.1683 -3.4913 1.8111
O -0.0654 -0.5123 0.0830
H 0.6884 0.0649 0.3135
O 0.6498 -0.1375 3.1507
H 0.0544 0.6114 3.1203
H 0.9618 -0.1596 4.0553
O 0.7657 -0.3728 -2.4754
H 0.3148 -0.4222 -1.6325
H 1.2699 -1.1849 -2.5258
O -2.5804 0.6999 -0.6306
H -3.2068 1.0787 -1.2472
H -1.9195 1.3818 -0.5105
O 2.9816 -0.3586 0.6024
H 2.8516 0.1416 -0.2032
H 3.3772 0.2653 1.2111
O -1.7688 -2.0757 -1.7687
H -0.9770 -2.4501 -2.1548
H -2.3938 -2.0371 -2.4927
O -0.5778 2.9081 -1.1342
H 0.1285 2.7980 -0.4977
H -0.8362 3.8259 -1.0498
O 1.0611 2.0369 0.6737
H 0.7342 1.3987 0.0397
H 1.9145 2.3012 0.3301
*
```

Values from the calculation:
expectation value of S² = 6.006
HOMO energy (alpha / beta) = -0.2456 / -0.4860 hartree
HOMO-LUMO gap (alpha / beta) = 3.5 / 9.6 eV
calculated total energy = -2094.77118 hartree

Entry 3:
DFT (wB97M-V/def2-TZVPD) results for a structure of composition C20H40N2O34S7 at a distorted geometry.

```
! wB97M-V def2-TZVPD RIJCOSX def2/J DEFGRID3
* xyz 0 1
C 0.9344 4.3173 4.0976
N -0.1327 3.3650 3.8881
O -0.5127 3.1606 2.7535
O -0.6581 2.8644 4.8463
H 1.5587 4.5416 3.2349
H 1.6411 4.0794 4.8899
H 0.2549 5.1353 4.3450
C -0.4047 -0.8360 5.8167
N 0.3486 -0.9066 4.5098
O -0.2834 -1.0027 3.4688
O 1.5545 -0.8528 4.5993
H -0.0374 -1.7239 6.3289
H -1.4485 -0.8306 5.5109
H -0.1410 0.0623 6.3710
O 2.3756 -4.6419 -0.9310
C 2.4001 -3.9417 -1.9281
O 3.5547 -3.7105 -2.5365
C 3.4655 -3.0206 -3.7799
C 2.1156 -2.3670 -3.7221
C 1.3307 -3.1628 -2.6759
H 3.4454 -3.7957 -4.5479
H 4.3103 -2.3492 -3.9191
H 1.6642 -2.3589 -4.7151
H 2.2746 -1.3078 -3.5195
H 0.5540 -3.7907 -3.1128
H 0.7668 -2.4598 -2.0632
C 2.3858 2.8013 -4.0574
C 1.2367 2.0679 -4.6785
O 0.2044 3.0328 -4.8483
S 0.9277 4.2870 -5.5434
O 0.2395 5.4626 -5.1088
O 1.2431 4.1447 -6.9468
O 2.2891 4.1092 -4.5729
H 3.3281 2.4009 -4.4329
H 2.3478 2.6207 -2.9819
H 0.9519 1.1939 -4.0968
H 1.4576 1.9177 -5.7379
C 4.4752 0.2044 2.3978
C 5.1415 0.3029 1.0162
O 6.4003 0.8807 1.3889
S 7.0035 0.1228 2.7593
O 7.7282 1.0865 3.5490
O 7.5499 -1.2174 2.4894
O 5.4663 -0.0267 3.3812
H 3.8390 -0.6805 2.3906
H 3.9052 1.1134 2.5854
H 4.6253 0.9871 0.3461
H 5.2564 -0.6690 0.5353
C 0.8188 4.2555 -0.8426
C 1.4827 5.4061 -1.6269
O 2.8820 5.2174 -1.6764
S 3.3785 4.1746 -0.4862
O 3.7134 5.0174 0.6603
O 4.2713 3.1252 -0.9386
O 1.8827 3.4752 -0.3235
H 0.1750 3.6042 -1.4303
H 0.3861 4.6721 0.0669
H 1.4282 6.3724 -1.1254
H 1.1896 5.4265 -2.6758
C -1.0508 -1.0085 0.3271
C -1.4042 0.4359 0.4497
O -0.4255 1.0404 -0.3350
S 0.9930 0.2660 -0.2810
O 1.9420 0.8942 0.6282
O 1.3771 -0.0335 -1.6381
O 0.3302 -1.0583 0.3618
H -1.3226 -1.4548 -0.6308
H -1.4471 -1.6219 1.1353
H -1.2430 0.8484 1.4467
H -2.3874 0.6036 0.0124
C -6.5708 2.1888 1.8425
C -7.3754 2.1780 0.5850
O -7.0929 0.8934 0.1171
S -5.4306 0.5737 0.1902
O -4.6928 1.1017 -0.9142
O -5.2608 -0.8330 0.5169
O -5.2998 1.4798 1.5626
H -7.1483 1.6306 2.5792
H -6.4082 3.1995 2.2137
H -7.0863 2.9670 -0.1135
H -8.4542 2.3045 0.6695
C -5.4979 -3.6293 -3.0407
C -4.7888 -2.4128 -3.5445
O -4.0400 -2.0032 -2.4273
S -3.3567 -3.2885 -1.6659
O -3.2352 -3.0033 -0.2475
O -2.2114 -3.6548 -2.4466
O -4.6311 -4.2085 -2.0496
H -5.9297 -4.3583 -3.7235
H -6.3516 -3.2485 -2.4757
H -5.3878 -1.5939 -3.9398
H -4.0724 -2.6068 -4.3467
C -0.2227 -5.8252 2.2886
C -0.8528 -4.4343 1.9566
O -1.1981 -3.7541 3.1932
S -0.5032 -4.5290 4.4888
O -1.4845 -4.5827 5.5369
O 0.8611 -4.0819 4.7260
O -0.5270 -5.9582 3.6541
H 0.8645 -5.8467 2.2244
H -0.7324 -6.5872 1.7026
H -1.7098 -4.5060 1.2900
H -0.0762 -3.8379 1.4765
*
```

Values from the calculation:
HOMO energy = -0.3757 hartree
HOMO-LUMO gap = 10.1 eV
calculated total energy = -6240.60805 hartree